Molecular formula: C8H19ClN
Method: DFT, ωB97M-V/def2-TZVPD

Calculated values
HOMO level (spin up / spin down) (eV): -8.18 / -14.29
Spin multiplicity: 3
Gap between HOMO and LUMO (spin up / spin down) (eV): 5.5 / 6.9
<S²>: 2.00
Largest force on an atom (eV Å⁻¹): 7.606
Total charge: +1
Energy (Eh): -830.5864

Cartesian coordinates (Å):
C -0.2802 1.9832 0.8294
C -0.0847 1.0268 -1.5406
C -1.4263 -1.5958 -0.8647
C -1.7053 -0.9273 1.4794
C 1.4686 -1.4086 -0.3192
C 2.4141 0.8614 0.2733
C -0.0516 0.7202 -0.0645
C -1.4525 -0.3738 0.0767
N 1.2775 -0.0718 0.3496
Cl -3.0456 0.5567 -0.0704
H 0.5304 2.1602 1.4511
H -1.2148 1.8374 1.5082
H -0.3952 2.8395 0.2214
H 0.5595 0.3326 -2.2031
H -1.0160 0.9748 -2.0311
H 0.1705 2.1645 -1.6679
H -1.3644 -1.2557 -1.8691
H -2.4152 -2.0221 -0.8561
H -0.7006 -2.2528 -0.6236
H -1.6991 -0.2001 2.1565
H -2.5559 -1.5671 1.5811
H -0.9501 -1.5642 1.6831
H 1.0820 -1.6318 -1.3467
H 2.5142 -1.4722 -0.3544
H 1.2138 -2.1593 0.2916
H 2.5508 1.0001 -0.7351
H 2.2815 1.7430 0.7069
H 3.2634 0.4902 0.6495
H 1.0309 -0.1883 1.2886

Partial atomic charges computed with the natural (NBO) method, in multiples of e:
1 C -0.65
2 C -0.69
3 C -0.67
4 C -0.66
5 C -0.41
6 C -0.40
7 C 0.17
8 C -0.17
9 N -0.36
10 Cl 0.30
11 H 0.21
12 H 0.24
13 H 0.24
14 H 0.23
15 H 0.25
16 H 0.23
17 H 0.22
18 H 0.24
19 H 0.20
20 H 0.21
21 H 0.25
22 H 0.22
23 H 0.26
24 H 0.22
25 H 0.22
26 H 0.22
27 H 0.22
28 H 0.22
29 H 0.42